ORCA calculation (ωB97M-V with the def2-TZVPD basis set) on a cluster of 13 separate species, C38H108N6O13 in total.

Results
- E_LUMO: 0.094 eV
- Kohn-Sham gap: 9.21 eV
- Net charge: 0
- Molar mass: 857.3 g mol⁻¹

Geometry as XYZ:
```
165
Properties=species:S:1:pos:R:3:mulliken_charge:R:1
C -1.47 -0.15 5.29 -0.897
C -2.82 -0.52 5.88 -0.182
O -3.42 0.56 6.51 -0.533
H -1.49 0.33 4.31 0.234
H -0.98 -1.10 5.06 0.283
H -0.84 0.36 6.01 0.306
H -2.76 -1.32 6.62 0.253
H -3.45 -0.84 5.05 0.237
H -4.37 0.43 6.61 0.300
C -3.87 5.16 1.63 -0.999
C -2.43 5.21 1.09 -0.035
O -2.15 6.02 0.01 -0.537
H -4.38 4.43 0.99 0.248
H -4.31 6.14 1.48 0.305
H -3.83 4.76 2.64 0.305
H -2.07 4.21 0.87 0.108
H -1.83 5.60 1.91 0.289
H -1.28 5.74 -0.28 0.301
C 0.42 -7.23 -2.26 -1.129
C -0.98 -6.78 -2.02 -0.048
O -1.40 -6.10 -3.11 -0.519
H 0.40 -7.97 -3.05 0.298
H 0.92 -7.68 -1.39 0.329
H 1.12 -6.48 -2.64 0.297
H -1.01 -6.15 -1.14 0.166
H -1.71 -7.56 -1.82 0.295
H -2.35 -6.16 -3.10 0.309
C 4.10 -5.71 1.55 -0.914
C 4.90 -6.94 2.01 -0.255
O 5.98 -7.11 1.17 -0.502
H 4.71 -4.87 1.21 0.312
H 3.45 -5.31 2.33 0.317
H 3.54 -5.96 0.65 0.210
H 4.21 -7.79 1.97 0.272
H 5.15 -6.73 3.05 0.246
H 6.56 -6.34 1.25 0.316
C -7.14 -3.84 -3.09 -0.841
C -6.92 -5.20 -2.40 -0.283
O -5.83 -5.90 -2.86 -0.488
H -6.95 -3.82 -4.16 0.305
H -6.39 -3.19 -2.64 0.151
H -8.09 -3.39 -2.82 0.332
H -7.85 -5.76 -2.51 0.272
H -6.80 -5.16 -1.31 0.257
H -6.05 -6.44 -3.63 0.298
C 1.17 1.89 -5.66 -1.011
C 0.93 3.05 -6.59 -0.175
O 1.76 4.15 -6.29 -0.510
H 0.60 1.05 -6.07 0.344
H 0.73 2.02 -4.67 0.265
H 2.22 1.62 -5.63 0.286
H -0.12 3.33 -6.55 0.239
H 1.19 2.77 -7.62 0.257
H 1.44 4.82 -6.90 0.306
C -9.33 -0.52 1.25 -0.958
C -10.65 0.28 1.21 -0.188
O -11.38 -0.09 0.08 -0.521
H -9.47 -1.57 1.47 0.291
H -8.78 -0.16 2.12 0.315
H -8.69 -0.41 0.37 0.260
H -10.53 1.34 0.98 0.333
H -11.29 -0.08 2.01 0.162
H -11.58 0.70 -0.43 0.306
C -2.94 -10.88 6.59 -1.335
C -2.87 -9.34 6.53 0.246
C -2.04 -8.79 5.31 -0.711
O -2.31 -7.42 5.20 -0.339
C -1.83 -6.81 4.04 -0.701
N -4.22 -8.96 6.43 -0.695
H -3.53 -11.24 5.75 0.349
H -3.45 -11.15 7.51 0.357
H -2.05 -11.48 6.76 0.359
H -2.33 -8.86 7.34 0.311
H -2.40 -9.43 4.50 0.321
H -1.00 -9.06 5.47 0.411
H -2.41 -7.21 3.21 0.302
H -0.76 -7.01 3.93 0.289
H -1.98 -5.73 4.02 0.246
H -4.66 -9.63 5.81 0.287
H -4.20 -8.16 5.82 0.300
C -5.22 3.78 -3.79 -1.542
C -4.94 4.83 -4.87 0.817
C -5.88 4.80 -6.05 -0.663
O -5.59 3.76 -7.00 -0.306
C -6.13 3.97 -8.32 -0.712
N -4.88 6.15 -4.28 -0.774
H -4.47 3.82 -3.00 0.353
H -5.28 2.76 -4.18 0.341
H -6.19 4.01 -3.34 0.375
H -3.93 4.63 -5.20 0.131
H -5.85 5.81 -6.44 0.350
H -6.91 4.64 -5.71 0.302
H -7.21 4.04 -8.25 0.301
H -5.92 3.05 -8.85 0.245
H -5.70 4.85 -8.81 0.290
H -4.28 6.68 -4.89 0.259
H -4.43 6.22 -3.37 0.234
C 1.84 -1.44 -0.56 -1.213
C 0.67 -0.44 -0.34 0.425
C -0.56 -1.04 0.46 -0.723
O -1.59 -0.12 0.31 -0.252
C -2.88 -0.57 0.19 -0.994
N 1.07 0.88 0.22 -0.540
H 2.55 -1.66 0.23 0.285
H 2.44 -1.23 -1.45 0.346
H 1.26 -2.29 -0.89 0.318
H 0.19 -0.28 -1.30 0.169
H -0.23 -1.38 1.45 0.311
H -1.00 -1.92 -0.01 0.345
H -3.71 0.13 0.19 0.302
H -3.08 -1.12 1.11 0.380
H -3.07 -1.38 -0.52 0.373
H 0.30 1.37 0.65 0.219
H 1.57 0.72 1.09 0.241
C 2.72 7.63 -2.26 -1.453
C 3.12 6.52 -1.21 0.610
C 3.11 7.12 0.25 -0.657
O 4.10 8.07 0.58 -0.372
C 5.48 7.63 0.46 -0.665
N 2.15 5.47 -1.31 -0.615
H 1.64 7.73 -2.28 0.368
H 3.06 7.42 -3.27 0.341
H 3.01 8.64 -1.98 0.356
H 4.13 6.19 -1.41 0.211
H 3.30 6.32 0.98 0.310
H 2.07 7.45 0.30 0.308
H 5.64 6.72 1.04 0.291
H 6.13 8.38 0.89 0.266
H 5.67 7.38 -0.59 0.277
H 1.93 5.13 -2.23 0.234
H 2.64 4.65 -0.99 0.203
C 6.64 2.10 -2.30 -1.303
C 7.48 2.21 -3.67 0.729
C 8.89 2.81 -3.39 -0.965
O 8.89 4.17 -2.95 -0.346
C 9.20 4.23 -1.59 -0.660
N 7.66 0.83 -4.17 -0.725
H 6.50 3.00 -1.70 0.237
H 6.87 1.24 -1.67 0.379
H 5.61 1.92 -2.61 0.360
H 7.04 2.88 -4.41 0.206
H 9.50 2.79 -4.29 0.376
H 9.57 2.21 -2.79 0.434
H 8.99 5.25 -1.26 0.265
H 10.24 3.93 -1.41 0.317
H 8.45 3.72 -0.99 0.242
H 8.17 0.74 -5.04 0.218
H 6.82 0.31 -4.34 0.236
C 4.60 2.39 5.73 -1.443
C 4.92 1.66 4.36 0.389
C 6.37 1.07 4.22 -0.876
O 6.47 -0.21 4.71 -0.351
C 7.81 -0.81 4.58 -0.799
N 3.92 0.66 3.97 -0.598
H 3.56 2.71 5.66 0.354
H 5.26 3.20 6.04 0.377
H 4.73 1.70 6.56 0.367
H 4.87 2.37 3.54 0.239
H 7.10 1.75 4.66 0.496
H 6.57 0.99 3.15 0.398
H 7.94 -1.24 3.59 0.317
H 8.12 -1.66 5.20 0.286
H 8.62 -0.09 4.65 0.315
H 4.57 0.06 3.48 0.251
H 3.68 0.16 4.82 0.286
```


ORCA calculation (ωB97M-V with the def2-TZVPD basis set) on the molecule C3H10NP.

Results
- E_LUMO: 0.989 eV
- Kohn-Sham gap: 9.84 eV
- SMILES string: CC(C)NP
- Net charge: 0
- Molar mass: 91.1 g mol⁻¹

Geometry as XYZ:
```
15
Properties=species:S:1:pos:R:3:mulliken_charge:R:1
C -1.33 -0.39 -1.13 -1.208
C -0.08 0.06 -0.29 0.422
C 0.91 -0.99 -0.20 -1.152
N -0.56 0.69 0.97 -0.378
P 0.37 1.85 1.74 -0.069
H -1.43 -1.52 -1.05 0.249
H -2.20 0.07 -0.64 0.405
H -1.31 -0.31 -2.28 0.269
H 0.44 0.92 -0.79 0.219
H 1.85 -0.70 0.49 0.245
H 1.32 -1.08 -1.31 0.283
H 0.45 -1.97 0.23 0.324
H -0.93 -0.06 1.80 0.308
H 1.67 1.25 2.12 0.008
H 0.81 2.19 0.35 0.076
```


ORCA calculation (ωB97M-V with the def2-TZVPD basis set) on a structure of composition C43H35Cl3N8O4PbS2.

Results
- E_LUMO: 0.506 eV
- Kohn-Sham gap: 7.42 eV
- Net charge: 0
- Molar mass: 1105.5 g mol⁻¹

Geometry as XYZ:
```
96
Properties=species:S:1:pos:R:3:mulliken_charge:R:1
Pb -0.56 -1.16 -0.54 1.257
C -0.47 -5.42 -6.24 -1.489
C -0.36 -4.88 -4.84 0.565
C -1.03 -5.47 -3.77 -1.013
C -0.91 -4.96 -2.49 -0.123
C -0.13 -3.83 -2.18 -0.537
N -0.08 -3.38 -0.85 -0.018
C 0.33 -4.35 0.08 0.546
C 1.23 -5.35 -0.35 0.353
C 1.69 -6.36 0.46 -1.125
C 1.30 -6.43 1.80 0.118
C 1.82 -7.51 2.72 -1.708
C 0.47 -5.43 2.25 -0.643
C -0.02 -4.41 1.44 0.560
N -0.86 -3.45 2.11 -0.006
C -1.48 -3.60 3.30 -0.036
C -2.12 -2.43 3.60 -1.193
C -1.85 -1.60 2.51 -0.292
N -1.10 -2.23 1.62 -0.100
C 0.53 -3.24 -3.27 0.042
C 0.40 -3.76 -4.56 -0.232
N 1.40 -2.12 -3.14 0.753
C 2.64 -1.99 -3.65 -0.231
C 3.05 -0.70 -3.42 -1.029
C 1.97 -0.10 -2.75 -0.280
N 0.98 -0.96 -2.60 -0.708
H -0.82 -6.45 -6.23 0.374
H -1.18 -4.83 -6.84 0.293
H 0.49 -5.39 -6.75 0.358
H -1.65 -6.34 -3.94 0.374
H -1.44 -5.43 -1.67 0.479
H 1.58 -5.30 -1.37 0.482
H 2.38 -7.09 0.06 0.376
H 1.88 -8.46 2.20 0.391
H 2.82 -7.26 3.09 0.296
H 1.17 -7.63 3.58 0.382
H 0.23 -5.42 3.31 0.286
H -1.44 -4.52 3.86 0.415
H -2.71 -2.21 4.47 0.430
H -2.17 -0.58 2.31 0.482
H 0.92 -3.25 -5.37 0.482
H 3.14 -2.83 -4.10 0.491
H 4.00 -0.26 -3.68 0.418
H 1.88 0.91 -2.38 0.488
Cl 3.00 5.02 4.13 -0.191
C 1.65 5.15 3.04 0.484
C 0.53 4.37 3.25 -0.876
C -0.53 4.50 2.36 -0.067
C -0.50 5.37 1.28 -0.580
C -1.67 5.41 0.33 0.730
C -1.35 4.66 -0.99 -1.200
N -2.02 3.37 -1.07 0.360
C -3.08 3.03 -1.88 -0.131
C -3.37 1.73 -1.57 -1.216
N -2.53 1.28 -0.58 -0.312
C -1.73 2.29 -0.31 -0.171
O -2.07 6.74 0.06 -0.280
C -3.37 7.09 0.51 -1.198
C -4.48 6.27 -0.08 0.390
C -4.94 6.39 -1.35 0.557
Cl -4.36 7.49 -2.53 -0.193
S -6.21 5.31 -1.72 -0.193
C -6.15 4.63 -0.16 -0.444
C -5.20 5.23 0.61 -0.567
C 0.66 6.12 1.10 0.594
Cl 0.85 7.18 -0.27 -0.204
C 1.73 6.02 1.97 -0.807
H 0.48 3.68 4.07 0.397
H -1.42 3.90 2.52 0.377
H -2.49 4.87 0.82 0.262
H -0.28 4.50 -1.07 0.386
H -1.67 5.28 -1.83 0.391
H -3.49 3.71 -2.60 0.579
H -4.14 1.10 -1.99 0.470
H -0.92 2.28 0.40 0.568
H -3.49 8.13 0.22 0.559
H -3.42 7.03 1.61 0.297
H -6.82 3.83 0.11 0.448
H -5.00 4.96 1.64 0.420
H 2.62 6.62 1.81 0.462
O 0.91 1.58 1.24 -0.684
C 1.70 0.65 1.22 -0.032
N 1.48 -0.56 0.63 0.212
S 2.72 -1.61 0.83 0.949
O 2.38 -2.62 1.80 -0.618
O 3.21 -2.05 -0.44 -0.542
C 3.79 -0.43 1.60 0.460
C 5.09 -0.60 2.06 -0.689
C 5.64 0.46 2.77 -0.580
C 4.91 1.63 3.02 -0.464
C 3.62 1.77 2.54 0.098
C 3.07 0.72 1.83 -0.412
H 5.64 -1.51 1.87 0.496
H 6.66 0.38 3.14 0.392
H 5.36 2.43 3.59 0.405
H 3.04 2.67 2.72 0.181
```


ORCA calculation (ωB97M-V with the def2-TZVPD basis set) on a cluster of 2 separate species, C3H4NO4 in total.

Results
- E_LUMO: -6.310 eV
- Kohn-Sham gap: 4.54 eV
- Net charge: +1
- Molar mass: 118.1 g mol⁻¹

Geometry as XYZ:
```
12
Properties=species:S:1:pos:R:3:mulliken_charge:R:1
C -2.97 -0.67 0.29 0.195
C -0.64 -1.13 -0.22 0.598
C 3.45 0.06 0.44 -0.180
N -1.77 -1.19 0.21 -0.214
O 0.45 -1.23 -0.54 -0.130
O 4.45 0.07 -0.33 -0.324
O -4.58 0.83 -0.17 -0.272
O -3.26 0.42 -0.35 -0.039
H -3.72 -1.17 0.90 0.445
H 3.77 -0.03 1.49 0.143
H 4.24 0.14 -1.29 0.393
H -4.68 1.64 -0.70 0.385
```